Entry 1:
Entry from the Open Molecules 2025 dataset: 2 unconnected molecules or ions with the total composition C5H11NO (wB97M-V/def2-TZVPD).

Positions of all 18 atoms, in Å:
1 C -0.10 1.06 -1.48
2 C 0.51 -0.17 -0.83
3 C 1.80 -0.62 -1.52
4 N 0.75 0.06 0.59
5 C 1.34 0.87 1.26
6 O 1.87 1.59 2.02
7 H 0.61 1.90 -1.45
8 H -1.02 1.37 -0.96
9 H -0.34 0.86 -2.53
10 H -0.22 -0.99 -0.87
11 H 1.59 -0.87 -2.56
12 H 2.54 0.18 -1.49
13 H 2.22 -1.50 -1.02
14 C -2.31 -0.77 2.17
15 H -2.40 -1.80 2.53
16 H -3.12 -0.57 1.46
17 H -2.40 -0.08 3.02
18 H -1.34 -0.63 1.69

## Properties
SMILES string ... CC(C)N=C=O.C

---

Entry 2:
Entry from the Open Molecules 2025 dataset: 2 unconnected molecules or ions with the total composition C5H11NO at a distorted geometry (wB97M-V/def2-TZVPD).

Positions of all 18 atoms, in Å:
1 C 1.57 -1.21 0.30
2 C 0.72 -0.13 0.96
3 C -0.54 0.26 0.17
4 C -1.39 1.26 0.95
5 N -0.15 0.75 -1.16
6 C -0.13 -1.22 -2.92
7 O -0.75 -1.99 -2.35
8 H 0.99 -2.13 0.17
9 H 1.91 -0.89 -0.69
10 H 2.45 -1.45 0.91
11 H 0.41 -0.46 1.96
12 H 1.33 0.78 1.12
13 H -1.12 -0.66 0.01
14 H -1.71 0.85 1.92
15 H -0.83 2.18 1.15
16 H -2.29 1.52 0.38
17 H 0.45 1.57 -1.08
18 H -0.92 0.98 -1.80

---

Entry 3:
Entry from the Open Molecules 2025 dataset: a molecular structure, C5H11NO at a distorted geometry (wB97M-V/def2-TZVPD).

Positions of all 18 atoms, in Å:
1 C 1.91 0.35 1.21
2 C 0.68 -0.92 -0.93
3 C 1.08 0.77 0.06
4 N 0.62 1.82 -0.33
5 H -0.36 1.68 -0.98
6 H 2.87 -0.05 0.86
7 H 2.08 1.20 1.86
8 H 0.45 -0.86 -1.99
9 H 0.33 -1.79 -0.39
10 H 1.76 -1.02 -0.92
11 H 1.41 -0.44 1.77
12 C -1.93 -0.17 0.61
13 C -1.56 -0.09 -0.85
14 O -1.46 1.02 -1.44
15 H -1.77 -0.98 -1.44
16 H -1.64 -1.12 1.04
17 H -3.01 -0.07 0.69
18 H -1.47 0.65 1.18

---

| no. | HOMO energy (eV) | E_tot (eV) |
| --- | --- | --- |
| 1 | -10.29 | -8901.0978 |
| 2 | -9.23 | -8900.7309 |
| 3 | -8.38 | -8897.4052 |